132
Properties=species:S:1:pos:R:3:forces:R:3:lowdin_charge:R:1 method="wB97M-V/def2-TZVPD" multiplicity=1 molar_mass_g_mol=827.10 total_charge=0 energy_ha=-3061.221695 homo_lumo_gap_ev=9.5 homo_energy_ha=-0.3276
H -3.038 -1.100 0.118 0.170 1.273 -0.658 0.04
H 3.147 -3.301 4.965 -0.094 0.095 0.250 0.08
H 0.825 1.848 -7.437 -0.079 0.224 -0.106 0.09
H -3.160 -0.500 -1.614 0.351 0.235 1.216 0.08
H -1.032 -0.868 7.811 -0.169 -0.070 -0.034 0.09
O -3.532 -2.627 1.488 -0.196 -0.365 0.384 0.05
C -3.662 -3.595 2.212 0.340 0.275 -0.384 -0.48
C -5.236 -8.905 -4.609 0.461 0.046 0.152 -0.48
H 5.580 3.502 0.775 -0.340 -1.218 -0.329 0.08
H -0.568 -3.514 7.865 -0.210 -0.004 -0.039 0.09
H -3.501 0.685 -0.288 0.708 -1.081 -0.045 0.08
H 4.047 -3.116 6.502 -0.241 0.018 -0.042 0.09
H 4.109 0.393 4.997 0.061 -0.109 0.014 0.07
C 6.770 -1.734 0.875 1.107 -0.375 -0.105 -0.13
C 0.380 1.497 0.359 -0.461 -0.052 0.051 -0.22
H 2.076 3.496 5.879 0.028 0.151 0.121 0.09
O 1.575 3.171 -2.184 0.167 0.836 0.395 -0.08
C 1.403 1.273 1.547 -1.466 -0.746 0.903 -0.24
H 5.686 2.235 -0.513 -0.598 -0.020 1.285 0.09
H 0.230 -4.202 6.438 -0.060 0.087 0.021 0.08
H -0.792 7.219 0.196 -0.093 -0.040 -0.191 0.07
H -4.299 -9.679 0.884 0.034 0.040 -0.091 0.08
H 0.734 1.079 -0.636 0.058 0.883 1.303 0.10
C 5.680 1.472 1.654 0.801 -0.327 -0.778 -0.21
C -0.542 4.387 -11.483 -0.145 -0.339 0.035 -0.02
C 5.220 -0.029 1.478 0.350 -0.437 1.587 -0.23
H -6.345 -9.380 -2.850 -0.009 0.007 -0.108 0.07
H -3.339 -10.252 -0.494 -0.138 -0.001 -0.188 0.09
C -4.046 -9.490 -0.161 -0.078 -0.002 0.419 -0.01
C 2.913 4.350 -0.377 0.179 0.374 -0.522 -0.17
H 5.516 -0.569 2.439 -0.576 0.872 -1.132 0.09
C -2.992 -4.904 1.899 0.003 0.566 -0.092 -0.03
H 0.066 1.747 8.616 0.072 0.065 -0.050 0.08
F 2.353 6.669 -2.557 -1.607 -1.077 0.909 0.11
O 5.867 -0.730 0.398 -0.035 -0.228 0.371 -0.22
H -3.741 -5.681 1.767 0.132 0.012 0.232 0.06
H -2.574 -6.677 -1.597 0.005 -0.106 0.098 0.09
H -6.903 -10.213 -4.313 -0.142 0.126 -0.084 0.09
H -0.608 0.868 -7.070 0.074 0.065 0.056 0.08
H -4.959 -9.538 -0.757 0.139 -0.121 -0.150 0.07
C 1.780 1.991 7.371 0.123 -0.506 -0.011 -0.49
C 5.211 2.456 0.499 0.367 0.843 0.769 -0.27
O -3.192 8.431 1.688 0.167 -0.029 -0.317 0.06
H 7.090 -2.442 0.042 -0.699 1.123 0.711 0.09
C -0.501 -3.467 6.776 0.289 -0.192 -0.115 -0.02
H -2.308 -5.173 2.707 -0.147 -0.173 0.050 0.09
H -3.868 -7.647 -2.316 0.184 -0.192 0.008 0.06
H -1.933 -1.058 6.274 -0.062 -0.056 0.187 0.09
H 0.282 6.093 -8.556 -0.015 -0.031 -0.105 0.08
H 5.409 1.860 2.687 -0.027 -0.514 -1.354 0.11
C -0.061 -2.091 6.349 0.439 0.153 -0.248 -0.48
H 3.107 3.670 7.333 -0.141 0.136 -0.084 0.09
H 3.581 -0.472 6.450 -0.268 -0.106 -0.125 0.07
H -4.924 -2.525 3.559 0.050 -0.086 -0.028 0.08
H -0.801 2.597 -7.417 0.312 -0.025 -0.036 0.06
H -0.384 6.829 -10.027 0.162 0.021 -0.137 0.09
H 6.820 1.462 1.631 -1.320 -0.100 0.119 0.12
O 2.004 0.798 7.355 -0.283 0.552 0.274 0.05
H 0.139 2.612 0.295 0.559 -1.126 -0.094 0.13
H 4.106 -0.181 1.374 0.999 0.508 -0.078 0.11
H -0.675 -0.695 -0.779 -0.787 1.175 -0.248 0.13
C 1.505 5.636 -2.203 0.125 -0.907 -0.915 -0.42
H 0.666 3.280 -1.845 0.550 -0.101 -0.034 0.10
H 1.242 6.080 -10.048 -0.091 0.139 -0.134 0.09
H 0.966 3.248 8.901 -0.081 0.146 -0.133 0.09
H 2.949 1.546 -0.712 -0.034 0.061 0.110 0.04
C -3.424 -8.124 -0.285 0.206 0.387 0.249 -0.47
H -1.191 5.132 -11.948 0.184 0.069 -0.084 0.09
C -1.835 6.971 0.397 -0.076 -0.111 0.350 -0.03
H -7.262 -8.476 -4.070 -0.088 -0.144 -0.128 0.09
H -2.422 -4.807 0.975 -0.093 -0.034 0.093 0.08
H -1.675 9.581 -0.728 -0.026 -0.124 -0.178 0.08
Si 3.323 2.586 0.267 0.158 -0.199 0.664 0.64
O 2.398 2.303 1.698 0.406 -0.445 -1.866 -0.26
C -1.330 0.227 -0.629 -1.329 -0.899 0.265 -0.25
H 2.204 4.838 0.364 0.839 -0.463 -1.013 0.10
C -0.946 -0.933 6.724 0.147 0.275 -0.177 -0.02
H -5.322 -4.247 3.396 0.124 -0.111 0.150 0.09
C 2.361 4.319 -1.868 -0.224 0.952 0.471 -0.29
O -4.200 -8.778 -3.985 -0.562 -0.321 -0.558 0.04
C -2.625 8.231 0.634 -0.268 0.034 0.518 -0.51
O 5.585 -1.520 4.365 -0.167 -0.237 0.254 0.03
H -2.260 6.419 -0.444 0.198 0.063 -0.111 0.09
C -5.280 -8.705 -6.100 0.350 0.090 -0.030 -0.02
H 2.684 -0.660 4.917 -0.057 -0.043 0.329 0.07
O -0.351 1.364 -4.633 0.051 0.299 -0.163 0.06
O 0.966 -1.923 5.726 -0.446 -0.199 0.123 0.06
C 0.004 2.156 -5.486 -0.064 -0.406 0.171 -0.49
O -0.738 3.896 -9.167 0.061 0.386 -0.401 0.05
H -1.469 -3.704 6.329 -0.073 0.029 0.195 0.08
C -4.503 -3.527 3.460 -0.163 0.406 -0.025 -0.02
H 7.729 -1.227 1.224 -1.095 -0.713 -0.063 0.10
H 3.905 4.909 -0.415 -1.334 -0.406 0.257 0.09
C 3.668 -0.535 5.368 0.544 0.048 -0.382 -0.03
H 0.783 1.288 2.505 0.716 0.023 -1.201 0.13
F 0.662 5.982 -1.162 1.344 -0.021 -1.614 0.09
H 6.340 -2.390 1.694 0.361 0.961 -0.752 0.09
H -3.144 8.781 -1.368 0.203 0.003 -0.076 0.08
H 3.257 4.353 -2.558 -1.204 -0.233 0.550 0.17
C -3.005 -7.678 -1.658 0.233 0.571 0.507 -0.02
H 3.460 2.416 6.129 -0.095 0.045 0.051 0.07
H -1.881 6.343 1.288 -0.026 0.079 -0.074 0.09
H -0.997 3.403 -11.602 0.046 0.099 0.041 0.08
H 0.436 4.383 -11.969 -0.071 0.185 -0.083 0.09
H 1.834 0.220 1.498 -0.234 1.325 -0.139 0.12
O -0.890 0.828 0.625 0.870 0.213 -1.163 -0.19
C -2.866 -0.213 -0.554 0.786 0.267 -0.552 -0.07
C 4.114 -3.066 5.413 0.341 -0.267 -0.213 -0.02
C -6.525 -9.267 -3.921 0.145 -0.008 0.326 -0.01
H -4.283 -8.449 -6.460 -0.093 -0.026 0.064 0.08
C 2.661 2.962 6.631 0.222 -0.242 -0.123 -0.01
C -0.153 1.853 -6.951 -0.292 -0.397 0.190 -0.03
H -1.261 0.950 -1.498 0.301 -0.714 0.960 0.11
O -3.269 -7.410 0.689 -0.092 -0.675 -0.428 0.04
C -2.682 9.234 -0.488 -0.203 0.260 0.144 -0.03
C 0.611 2.559 8.132 -0.151 -0.308 0.099 -0.02
H -0.065 3.074 7.447 0.077 0.179 0.097 0.09
H -3.885 -3.736 4.336 -0.100 -0.199 -0.001 0.07
C -0.384 4.689 -10.016 -0.150 -0.319 0.344 -0.49
H 0.669 3.556 -4.040 0.013 -0.324 -0.302 0.03
H -0.506 -0.007 6.352 0.001 -0.127 0.041 0.07
H -3.283 10.090 -0.178 0.056 -0.101 -0.003 0.08
H 4.847 -3.800 5.073 -0.019 0.104 0.032 0.08
H -2.252 -8.360 -2.057 -0.239 -0.077 -0.199 0.09
F 0.671 5.390 -3.313 1.371 1.348 2.297 0.05
H -5.603 -9.626 -6.589 -0.181 0.109 -0.027 0.09
H -5.962 -7.889 -6.346 -0.123 -0.160 -0.070 0.09
C 0.230 6.012 -9.643 -0.014 -0.045 0.363 -0.02
C 4.553 -1.690 4.990 0.280 0.308 -0.256 -0.48
C 0.619 3.479 -5.113 -0.242 -0.401 -0.100 -0.03
H 0.004 4.296 -5.498 0.156 -0.005 -0.205 0.09
H 1.631 3.546 -5.517 -0.073 0.135 -0.146 0.10